# 1
DFT (wB97M-V/def2-TZVPD) results for a 3-piece molecular cluster, C33H22BIO5 overall.

Calculated values
Total charge   0
Electronic energy   -1969.473829 a.u.
Frontier orbital gap   8.51 eV
Spin multiplicity   1
Energy above the lowest of the compared OMol25 structures with the same formula, charge and spin   0.0 kJ/mol
SMILES   O=C1c2ccccc2C(=O)c2ccccc21.O=C1c2ccccc2C(=O)c2ccccc21.C#CCB(I)CC=O

Last column: Löwdin charge in e.
CARTESIAN COORDINATES (ANGSTROEM)
I: -0.434 4.197 5.632  0.91
C: 0.874 2.907 2.532  -0.17
C: 7.907 2.180 -0.780  -0.06
O: -3.107 -4.637 -2.909  0.10
H: -6.361 -4.587 1.786  0.12
H: 2.860 1.838 2.597  0.04
H: 6.769 3.179 -3.815  0.12
H: -1.773 0.657 4.948  0.14
H: -1.114 -3.197 -2.604  0.12
C: 1.801 2.871 -2.901  0.00
C: -2.552 -3.322 -1.028  -0.08
C: 4.215 1.845 -0.167  -0.26
C: 0.559 2.156 -0.972  -0.05
C: -6.890 -5.840 0.119  -0.06
O: -4.489 -2.992 2.010  0.11
O: 4.312 3.216 -4.087  0.11
H: -0.988 3.105 1.663  0.10
C: 0.588 2.651 -2.271  -0.05
H: 8.831 2.026 -0.238  0.11
C: -1.383 -2.850 -1.616  0.00
C: -0.950 -1.512 0.334  -0.06
H: -3.039 2.593 2.962  0.12
C: -4.156 -3.385 0.913  -0.28
C: -0.421 3.560 2.472  -0.20
C: -5.420 -5.728 -1.781  0.00
H: 8.889 2.815 -2.580  0.11
C: 2.958 2.117 -0.923  -0.07
C: 1.739 1.890 -0.299  -0.02
C: 6.695 1.931 -0.160  0.00
H: 1.844 3.251 -3.913  0.12
C: -2.114 -1.971 0.917  0.00
C: -3.400 -4.285 -1.786  -0.28
O: 4.187 1.410 0.964  0.08
C: 4.284 2.836 -2.936  -0.28
H: -0.329 -0.809 0.874  0.10
H: -0.296 4.621 2.268  0.12
C: -4.626 -4.806 -1.111  -0.08
H: -7.769 -6.249 0.599  0.11
C: -2.918 -2.885 0.250  -0.08
O: -1.802 0.356 2.965  0.06
C: 2.989 2.603 -2.232  -0.08
C: -0.583 -1.950 -0.931  -0.05
H: -3.083 2.660 4.759  0.10
H: -5.139 -6.033 -2.780  0.12
C: 6.761 2.830 -2.791  0.00
C: -2.000 1.033 3.938  -0.26
H: -7.165 -6.962 -1.691  0.11
C: 5.508 2.132 -0.853  -0.08
H: -0.337 2.864 -2.791  0.11
B: -1.187 3.341 3.831  -0.83
C: -6.549 -6.243 -1.168  -0.06
C: -6.107 -4.915 0.787  0.00
H: -0.388 1.977 -0.479  0.10
C: 1.937 2.360 2.582  0.12
C: -4.975 -4.393 0.176  -0.08
C: -2.479 2.453 3.882  -0.15
H: -2.381 -1.630 1.906  0.10
H: 0.333 -1.588 -1.380  0.11
C: 7.940 2.626 -2.096  -0.06
C: 5.541 2.589 -2.172  -0.08
H: 6.653 1.580 0.862  0.12
H: 1.729 1.513 0.716  0.07

Cartesian forces (eV/Å) of the 3 atoms listed first:
-0.022 -0.063 -0.131
0.286 0.157 0.286
0.010 0.003 -0.010


# 2
DFT (wB97M-V/def2-TZVPD) results for C33H22CeCl4F5O3PS as an isolated structure.

Calculated values
Total charge   0
Electronic energy   -5051.159543 a.u.
Frontier orbital gap (alpha / beta)   7.13 / 5.59 eV
Spin multiplicity   1
Energy above the lowest of the compared OMol25 structures with the same formula, charge and spin   135.3 kJ/mol

Last column: Löwdin charge in e.
CARTESIAN COORDINATES (ANGSTROEM)
C: -2.182 -0.971 4.243  -0.07
C: 1.288 0.638 3.385  -0.08
F: 1.710 2.765 2.376  0.13
O: 1.800 2.295 -0.276  -0.32
H: 1.065 -6.013 -0.769  0.11
C: -1.706 -1.488 1.542  -0.39
C: -2.400 2.968 -0.058  -0.17
C: 2.302 -2.921 -0.140  -0.10
C: -5.024 -4.812 -0.918  -0.09
H: -0.202 5.282 -1.144  0.10
H: -1.052 -4.731 -0.709  0.10
C: -4.409 -4.748 0.325  -0.08
C: 3.932 1.372 -0.573  -0.38
C: -0.386 3.247 -1.781  -0.38
H: -0.111 2.122 -4.944  0.11
H: -2.736 2.570 0.900  0.05
H: 0.203 4.536 -5.342  0.11
C: 1.081 -4.947 -0.584  -0.07
C: 3.099 2.525 -0.430  -0.34
H: -4.731 -5.405 1.124  0.10
C: -2.946 -3.000 -0.468  -0.38
Cl: 6.292 0.158 -0.845  0.72
C: -0.359 2.342 -2.828  -0.05
F: 0.206 0.887 2.429  -0.17
Cl: 7.582 3.019 -0.859  0.68
C: -2.706 -0.594 1.931  -0.11
S: -0.602 2.662 -0.103  1.04
H: -5.834 -5.511 -1.085  0.10
H: 3.269 -2.446 0.008  0.10
O: 3.368 0.184 -0.517  -0.20
C: 5.068 3.951 -0.518  -0.71
C: 5.878 2.840 -0.683  -0.70
H: -2.860 2.426 -0.881  0.07
C: -4.598 -3.977 -1.939  -0.09
O: -0.594 1.148 -0.203  -0.64
C: -0.072 -2.863 -0.311  -0.41
C: -0.011 5.069 -3.278  -0.06
C: -3.569 -3.074 -1.712  -0.11
H: -3.304 -0.110 1.166  0.10
C: -2.944 -0.338 3.270  -0.08
H: -5.071 -4.030 -2.911  0.10
C: 0.024 4.173 -4.338  -0.07
C: 2.303 1.725 2.996  -0.59
C: 2.280 -4.290 -0.372  -0.08
H: 3.210 -4.845 -0.392  0.11
C: -3.378 -3.849 0.550  -0.09
H: -2.603 4.035 -0.125  0.06
C: -0.106 -4.227 -0.554  -0.08
H: -0.493 1.285 -2.629  0.12
C: 3.690 3.778 -0.381  -0.58
H: 0.130 6.127 -3.454  0.11
H: -2.350 -0.756 5.290  0.11
P: -1.561 -1.794 -0.271  1.11
C: 5.306 1.568 -0.696  -0.60
H: -3.727 0.353 3.558  0.10
H: -3.245 -2.413 -2.508  0.10
H: -0.193 -2.846 2.253  0.11
Cl: 5.751 5.534 -0.475  0.67
Cl: 2.670 5.146 -0.088  0.73
C: -1.198 -1.870 3.868  -0.07
F: 3.268 1.261 2.121  0.09
C: 1.133 -2.148 -0.116  -0.22
F: 2.961 2.202 4.041  0.17
H: -2.907 -3.806 1.524  0.11
C: -0.957 -2.130 2.525  -0.09
H: -0.603 -2.365 4.624  0.11
C: -0.149 2.814 -4.114  -0.06
F: 1.849 -0.561 2.775  -0.12
C: -0.208 4.604 -1.989  -0.10
Ce: 1.371 0.267 0.485  1.38

Cartesian forces (eV/Å) of the 3 atoms listed first:
0.034 0.002 0.011
0.014 -0.034 0.912
0.201 0.007 0.327


# 3
DFT (wB97M-V/def2-TZVPD) results for C33H22Cl3IN6O5PtS3 as an isolated structure.

Calculated values
Total charge   0
Electronic energy   -4967.415056 a.u.
Frontier orbital gap (alpha / beta)   5.76 / 5.76 eV
Spin multiplicity   1

Last column: Löwdin charge in e.
CARTESIAN COORDINATES (ANGSTROEM)
S: -3.897 -1.792 -4.747  1.01
Cl: -6.443 -0.506 -3.818  0.69
S: 1.659 0.069 -1.799  0.71
C: -2.489 -0.828 -4.964  -0.40
H: 0.999 -7.057 3.374  0.09
H: 1.279 -4.970 -1.087  0.12
C: -1.967 4.715 0.089  -0.09
O: 1.627 -2.455 1.805  -0.06
H: -5.493 2.333 -4.363  0.13
H: -1.450 3.029 -1.095  0.09
Pt: 1.088 -0.474 0.638  1.17
C: 1.160 -4.640 1.020  -0.13
H: -1.201 0.434 2.788  0.11
C: -4.043 0.750 -4.281  -0.34
H: -2.937 1.601 -2.132  0.14
H: 5.601 0.054 0.803  0.12
C: -3.848 1.858 -1.574  -0.29
C: -3.000 5.410 0.699  -0.67
H: 4.228 -0.329 4.825  0.11
C: -2.948 0.705 1.461  -0.02
O: 1.358 0.232 2.797  -0.21
C: -4.206 0.635 -0.691  -0.05
C: -4.303 4.943 0.630  -0.12
H: -3.726 1.206 1.995  0.13
C: 1.083 -5.227 2.278  -0.01
C: 1.236 -5.438 -0.115  -0.01
H: 7.953 -0.109 1.582  0.11
C: -1.702 0.314 1.848  -0.10
S: 1.124 2.177 0.128  0.74
N: -3.102 0.308 0.165  -0.05
C: 1.154 -3.154 0.880  -0.64
H: -4.437 -0.211 -1.343  0.13
H: -1.951 1.240 -4.763  0.12
O: 0.667 -2.634 -0.152  -0.10
C: 3.490 3.620 -1.213  -0.25
H: 8.425 -0.369 3.998  0.10
Cl: -2.677 6.874 1.545  0.70
C: -2.259 3.564 -0.620  -0.03
Cl: -6.205 3.231 -0.134  0.78
H: -5.105 5.475 1.118  0.11
O: -4.911 2.109 -2.470  -0.15
H: 1.322 -7.430 -0.876  0.09
H: -1.581 -1.296 -5.286  0.07
C: 5.835 -0.073 1.849  0.00
N: 2.553 0.108 3.170  -0.01
C: 3.801 1.958 -2.886  -0.25
C: 1.176 -7.386 1.263  -0.71
C: 1.253 -6.814 0.005  -0.15
N: -1.103 -0.312 0.800  -0.06
O: 3.270 -0.026 1.024  -0.19
C: -1.960 -0.298 -0.199  -0.11
C: 7.142 -0.163 2.292  -0.07
N: 4.397 1.618 -3.807  0.18
C: -4.572 3.782 -0.079  -0.58
C: -2.707 0.480 -4.681  -0.15
H: 1.008 -4.600 3.155  0.12
I: 1.139 -9.491 1.451  0.83
C: 6.363 -0.376 4.559  -0.07
N: 3.862 4.613 -0.771  0.18
N: 3.472 -0.028 2.311  -0.20
C: 2.066 1.635 -1.203  -1.14
C: -3.558 3.083 -0.732  -0.18
C: 5.052 -0.288 4.131  -0.01
C: -4.562 2.091 -3.841  -0.15
H: -1.783 -0.750 -1.156  0.15
C: 1.078 -6.603 2.400  -0.15
C: -4.796 -0.390 -4.265  -0.98
C: 3.075 2.400 -1.768  -0.38
C: 7.406 -0.311 3.644  -0.08
H: -5.084 0.865 -0.089  0.11
H: 6.567 -0.492 5.613  0.11
C: 4.799 -0.135 2.772  -0.17
H: -0.951 5.068 0.160  0.11
H: -3.817 2.866 -4.061  0.14

Cartesian forces (eV/Å) of the 3 atoms listed first:
-0.102 0.617 0.146
-0.069 -0.043 -0.009
-0.772 -0.891 1.831


# 4
DFT (wB97M-V/def2-TZVPD) results for C33H23BiCl2N7S as an isolated structure.

Calculated values
Total charge   +1
Electronic energy   -3187.621074 a.u.
Frontier orbital gap   6.14 eV
Spin multiplicity   1
Energy above the lowest of the compared OMol25 structures with the same formula, charge and spin   0.9 kJ/mol

Last column: Löwdin charge in e.
CARTESIAN COORDINATES (ANGSTROEM)
C: -1.478 -1.084 -3.675  -0.63
H: -6.209 -4.326 -0.571  0.12
H: -2.848 -6.047 1.497  0.12
C: 6.035 5.315 -0.729  -0.17
H: -0.439 -0.698 -6.858  0.12
H: -1.983 2.074 -2.069  0.10
H: -0.875 2.281 0.924  0.07
H: 0.945 -4.564 2.175  0.11
H: -0.122 4.056 -2.261  0.12
C: -1.429 1.779 4.701  -0.07
H: -2.070 3.829 4.728  0.11
C: -0.959 2.078 -1.734  -0.13
C: 2.401 -1.844 3.585  -0.05
C: -1.517 3.174 2.759  -0.08
Cl: 2.233 -2.494 -3.287  0.68
C: -0.973 0.724 3.928  -0.04
Bi: -1.706 -0.881 0.073  1.53
H: -1.727 4.129 2.294  0.11
H: -2.430 -0.315 -5.422  0.11
C: 2.212 -3.200 3.234  -0.07
C: -1.707 3.011 4.122  -0.09
H: 1.737 0.179 3.419  0.12
Cl: -2.944 -0.739 -2.762  0.64
C: -0.761 0.887 2.556  -0.32
N: -0.341 -0.208 1.749  -0.17
C: 0.273 -2.528 2.006  -0.23
C: -0.413 -0.955 -5.808  -0.06
C: 4.615 3.359 -0.298  0.00
C: -5.199 -4.288 -0.190  -0.03
N: 7.035 5.870 -0.620  0.17
C: -0.044 3.072 -1.840  -0.02
C: 0.758 -1.822 -3.907  -0.68
H: 1.576 0.691 -0.368  0.13
C: -2.664 -4.068 0.736  -0.32
N: 1.121 2.587 -1.269  0.01
H: 1.617 -1.664 -5.848  0.11
N: -3.175 -3.045 0.059  -0.04
C: 1.565 -0.854 3.146  -0.02
C: -4.430 -3.154 -0.385  -0.13
H: -0.784 -0.237 4.389  0.12
C: -0.350 -1.642 -3.064  -0.67
H: 3.849 6.188 -1.991  0.13
C: 1.144 -3.539 2.459  -0.01
C: -4.639 -5.360 0.487  -0.03
H: 3.246 -1.578 4.208  0.11
C: 2.370 3.279 -1.128  -0.16
C: -1.042 2.125 1.979  -0.05
C: 0.733 -1.493 -5.251  -0.10
C: 3.726 5.206 -1.555  0.00
S: -0.188 -2.249 -1.413  0.56
H: 1.720 5.008 -2.238  0.11
H: 2.905 -3.953 3.582  0.11
H: -5.208 -6.264 0.654  0.12
C: 0.476 -1.159 2.291  -0.28
H: -1.581 1.630 5.763  0.11
C: 2.522 4.537 -1.690  0.00
H: 5.431 2.904 0.246  0.13
H: 3.309 1.715 0.027  0.11
C: -3.341 -5.253 0.954  0.01
C: -1.525 -0.743 -5.014  -0.11
N: -0.381 0.989 -1.108  -0.10
C: 3.414 2.689 -0.428  0.00
N: -1.367 -3.961 1.329  0.12
N: -0.934 -2.799 1.372  -0.13
C: 4.776 4.620 -0.862  -0.22
C: 0.855 1.331 -0.846  -0.15
H: -4.821 -2.309 -0.940  0.10

Cartesian forces (eV/Å) of the 3 atoms listed first:
-0.089 0.061 0.138
0.006 0.002 0.009
-0.015 0.008 -0.004